1.
The following is a DFT calculation (ωB97M-V/def2-TZVPD) of a 15-piece molecular cluster, C60H165N15O15 overall.

## Properties
total charge	0

Last column: Mulliken charge in e.
CARTESIAN COORDINATES (ANGSTROEM)
C -5.66 -1.29 7.71  -1.35
C -4.31 -1.81 8.28  0.46
C -3.08 -1.81 7.28  -0.65
O -3.35 -2.56 6.10  -0.29
C -2.27 -2.69 5.25  -0.82
N -4.01 -1.08 9.53  -0.74
H -6.07 -2.18 7.23  0.30
H -5.49 -0.52 6.96  0.27
H -6.36 -1.01 8.49  0.41
H -4.58 -2.82 8.57  0.30
H -2.16 -2.01 7.82  0.38
H -2.81 -0.82 6.91  0.30
H -1.38 -3.17 5.64  0.34
H -1.98 -1.73 4.82  0.32
H -2.50 -3.26 4.35  0.25
H -3.45 -0.29 9.25  0.26
H -3.35 -1.67 10.02  0.28
C 6.51 -3.09 -2.48  -1.41
C 6.67 -4.12 -3.59  0.40
C 7.67 -5.24 -3.18  -0.61
O 7.75 -6.13 -4.29  -0.29
C 8.83 -7.10 -4.15  -0.70
N 5.34 -4.59 -3.92  -0.58
H 6.18 -3.48 -1.52  0.28
H 5.91 -2.22 -2.75  0.32
H 7.49 -2.65 -2.30  0.41
H 7.09 -3.65 -4.48  0.36
H 7.20 -5.74 -2.34  0.20
H 8.57 -4.65 -3.00  0.37
H 8.65 -7.65 -3.22  0.26
H 9.81 -6.62 -4.20  0.29
H 8.78 -7.83 -4.95  0.25
H 4.94 -5.19 -3.22  0.12
H 5.48 -5.32 -4.60  0.31
C 1.35 7.96 0.16  -1.25
C 0.20 8.05 -0.83  0.35
C -0.33 6.69 -1.25  -0.61
O 0.77 5.93 -1.86  -0.29
C 0.27 4.77 -2.54  -0.76
N -0.85 8.91 -0.30  -0.67
H 2.25 7.47 -0.20  0.35
H 1.04 7.45 1.07  0.21
H 1.61 8.99 0.40  0.37
H 0.58 8.50 -1.74  0.29
H -1.19 6.74 -1.93  0.39
H -0.73 6.27 -0.32  0.21
H 1.14 4.33 -3.04  0.25
H -0.53 4.92 -3.26  0.32
H -0.01 4.01 -1.81  0.29
H -0.97 8.52 0.62  0.26
H -0.58 9.87 -0.15  0.28
C 6.25 1.91 -6.89  -1.37
C 6.38 1.16 -5.57  0.38
C 7.54 1.72 -4.69  -0.79
O 8.91 1.52 -5.11  -0.40
C 9.21 0.17 -5.32  -0.57
N 5.11 1.39 -4.89  -0.72
H 7.13 1.74 -7.52  0.35
H 6.17 3.00 -6.85  0.32
H 5.47 1.43 -7.48  0.38
H 6.47 0.07 -5.66  0.36
H 7.44 1.33 -3.68  0.46
H 7.34 2.79 -4.64  0.37
H 8.71 -0.18 -6.22  0.23
H 8.85 -0.37 -4.44  0.22
H 10.30 0.08 -5.37  0.27
H 5.09 0.91 -4.00  0.23
H 5.18 2.38 -4.72  0.29
C -0.63 6.21 6.78  -1.43
C 0.01 5.29 5.67  0.41
C -0.76 5.23 4.34  -0.70
O -2.12 4.75 4.48  -0.38
C -2.15 3.43 5.00  -0.79
N 1.34 5.67 5.27  -0.55
H -0.17 5.99 7.74  0.38
H -1.72 6.10 6.79  0.31
H -0.39 7.24 6.54  0.36
H 0.12 4.31 6.13  0.28
H -0.24 4.67 3.57  0.35
H -0.88 6.23 3.92  0.34
H -1.44 2.83 4.43  0.39
H -3.13 2.98 4.81  0.26
H -1.81 3.40 6.04  0.26
H 1.92 5.62 6.10  0.26
H 1.38 6.63 4.94  0.25
C -9.01 9.88 0.10  -1.40
C -7.49 10.12 0.19  0.47
C -6.74 8.74 0.11  -0.53
O -7.00 7.99 1.27  -0.31
C -6.18 6.86 1.30  -0.87
N -7.20 11.02 -0.94  -0.74
H -9.31 9.14 -0.65  0.29
H -9.52 10.84 -0.03  0.40
H -9.35 9.30 0.96  0.38
H -7.22 10.70 1.08  0.27
H -5.67 8.93 0.05  0.30
H -6.89 8.16 -0.79  0.29
H -6.07 6.28 0.38  0.32
H -6.60 6.06 1.91  0.31
H -5.15 6.90 1.66  0.34
H -7.61 10.71 -1.80  0.25
H -6.21 11.01 -1.16  0.24
C 2.68 0.53 5.20  -1.24
C 3.62 1.13 6.33  0.50
C 4.27 -0.07 7.06  -0.89
O 3.33 -0.79 7.85  -0.31
C 3.65 -2.10 8.20  -0.67
N 4.56 2.01 5.68  -0.74
H 3.22 -0.20 4.60  0.32
H 2.29 1.35 4.60  0.32
H 1.81 0.04 5.64  0.33
H 3.09 1.70 7.09  0.29
H 5.10 0.25 7.69  0.39
H 4.74 -0.68 6.29  0.37
H 3.94 -2.50 7.23  0.28
H 2.79 -2.70 8.52  0.25
H 4.51 -2.15 8.87  0.27
H 3.96 2.82 5.60  0.25
H 5.27 2.29 6.35  0.28
C 1.48 -7.44 -3.91  -1.35
C 2.05 -7.92 -2.56  0.45
C 3.15 -9.04 -2.78  -0.60
O 2.55 -10.03 -3.59  -0.31
C 3.45 -11.08 -3.90  -0.78
N 2.58 -6.82 -1.82  -0.55
H 0.81 -8.22 -4.25  0.37
H 2.21 -7.10 -4.64  0.29
H 0.85 -6.57 -3.72  0.41
H 1.30 -8.41 -1.95  0.24
H 3.59 -9.45 -1.88  0.37
H 4.00 -8.59 -3.30  0.26
H 2.83 -11.94 -4.15  0.24
H 4.15 -11.35 -3.11  0.31
H 4.11 -10.78 -4.71  0.31
H 1.86 -6.11 -1.81  0.15
H 2.55 -7.01 -0.83  0.23
C -9.68 5.31 -3.08  -1.43
C -10.28 4.31 -4.13  0.49
C -9.51 2.98 -4.13  -0.62
O -8.21 3.12 -4.70  -0.35
C -7.22 2.15 -4.26  -0.75
N -11.72 4.25 -3.95  -0.72
H -10.27 6.23 -3.09  0.38
H -8.69 5.70 -3.29  0.35
H -9.64 4.85 -2.10  0.33
H -10.10 4.77 -5.10  0.24
H -10.02 2.23 -4.74  0.30
H -9.48 2.49 -3.16  0.36
H -6.79 2.48 -3.32  0.30
H -6.36 2.05 -4.93  0.25
H -7.64 1.18 -3.99  0.33
H -11.95 3.88 -3.04  0.26
H -12.03 3.53 -4.59  0.28
C 1.23 -0.38 -0.12  -1.45
C -0.11 -1.15 -0.24  0.36
C -1.16 -0.21 -0.79  -0.48
O -1.37 0.88 0.12  -0.20
C -2.62 1.51 -0.09  -0.79
N 0.10 -2.26 -1.13  -0.57
H 1.12 0.42 0.61  0.34
H 1.58 0.05 -1.06  0.29
H 2.04 -0.97 0.29  0.38
H -0.38 -1.63 0.70  0.34
H -2.08 -0.79 -0.85  0.22
H -0.88 0.13 -1.78  0.35
H -2.61 2.30 0.66  0.24
H -3.45 0.87 0.24  0.32
H -2.70 1.92 -1.10  0.29
H -0.80 -2.69 -1.26  0.17
H 0.27 -1.80 -2.01  0.18
C -8.27 1.33 4.07  -1.48
C -8.77 0.48 2.89  0.63
C -8.22 -0.98 2.82  -0.70
O -6.90 -1.02 2.34  -0.24
C -6.30 -2.31 2.11  -0.71
N -10.23 0.46 3.09  -0.78
H -8.36 0.92 5.07  0.33
H -8.84 2.26 4.15  0.48
H -7.24 1.63 3.88  0.27
H -8.65 1.06 1.98  0.21
H -8.78 -1.44 2.00  0.34
H -8.32 -1.49 3.78  0.30
H -6.77 -2.74 1.23  0.31
H -6.42 -3.01 2.94  0.32
H -5.25 -2.11 1.89  0.20
H -10.44 1.40 3.37  0.27
H -10.51 -0.08 3.89  0.27
C 6.11 -9.16 3.39  -1.23
C 5.92 -8.45 2.01  0.26
C 5.82 -6.87 2.20  -0.47
O 4.62 -6.57 2.92  -0.33
C 4.19 -5.20 2.85  -0.71
N 7.16 -8.70 1.31  -0.68
H 5.97 -10.23 3.20  0.32
H 5.49 -8.87 4.24  0.32
H 7.13 -9.02 3.75  0.33
H 4.97 -8.66 1.53  0.28
H 5.75 -6.45 1.20  0.26
H 6.71 -6.47 2.70  0.31
H 3.88 -5.01 1.82  0.26
H 4.98 -4.51 3.11  0.30
H 3.42 -5.03 3.60  0.25
H 7.23 -8.13 0.48  0.24
H 7.90 -8.38 1.92  0.29
C -5.27 -3.12 -2.90  -1.29
C -4.44 -4.34 -3.21  0.85
C -4.16 -5.29 -2.00  -0.90
O -3.14 -4.76 -1.13  -0.15
C -2.69 -5.80 -0.29  -0.84
N -5.23 -5.16 -4.12  -0.83
H -6.16 -3.46 -2.37  0.28
H -5.56 -2.73 -3.88  0.38
H -4.77 -2.32 -2.35  0.25
H -3.49 -4.09 -3.68  0.10
H -3.88 -6.24 -2.46  0.31
H -4.98 -5.66 -1.37  0.40
H -3.48 -5.98 0.44  0.33
H -1.82 -5.41 0.24  0.21
H -2.43 -6.68 -0.88  0.34
H -4.69 -5.98 -4.35  0.27
H -5.24 -4.71 -5.02  0.27
C 8.47 6.74 1.83  -1.34
C 7.95 5.26 1.79  0.50
C 7.17 4.95 0.47  -0.77
O 5.80 5.34 0.51  -0.30
C 4.99 4.60 1.50  -0.81
N 9.10 4.38 1.83  -0.69
H 7.69 7.50 1.83  0.32
H 9.13 6.93 0.98  0.31
H 9.03 6.95 2.75  0.38
H 7.33 4.98 2.64  0.27
H 7.30 3.87 0.34  0.39
H 7.64 5.41 -0.39  0.33
H 3.95 4.79 1.21  0.27
H 5.14 4.98 2.52  0.29
H 5.09 3.53 1.63  0.37
H 9.79 4.59 1.12  0.24
H 9.56 4.43 2.73  0.24
C -0.88 -1.47 -6.40  -1.42
C 0.11 -2.61 -6.27  0.80
C 0.69 -2.94 -7.68  -0.84
O -0.30 -3.53 -8.55  -0.39
C -0.64 -4.85 -8.12  -0.65
N 1.23 -2.27 -5.41  -0.58
H -1.40 -1.34 -5.45  0.28
H -1.66 -1.69 -7.13  0.35
H -0.37 -0.55 -6.69  0.37
H -0.41 -3.50 -5.93  0.08
H 1.57 -3.56 -7.51  0.41
H 1.21 -2.11 -8.15  0.40
H 0.23 -5.48 -7.94  0.29
H -1.11 -5.36 -8.96  0.27
H -1.32 -4.78 -7.28  0.22
H 1.88 -3.02 -5.22  0.18
H 1.82 -1.47 -5.63  0.22

***

2.
The following is a DFT calculation (ωB97M-V/def2-TZVPD) of a 10-piece molecular cluster, C18H56N6O10 overall.

## Properties
total charge	0
SMILES	NC(N)=O.NC(N)=O.NC(N)=O.CC(C)O.CC(C)O.CC(C)O.CC(C)O.CO.CO.CO

Last column: Mulliken charge in e.
CARTESIAN COORDINATES (ANGSTROEM)
C -2.80 -0.08 -5.20  -0.17
O -1.46 -0.13 -5.68  -0.52
H -2.92 0.75 -4.51  0.09
H -3.50 0.06 -6.03  0.36
H -3.04 -0.99 -4.65  -0.02
H -1.28 -1.02 -6.00  0.31
C 0.15 -3.17 2.96  -0.31
O 1.31 -3.43 2.17  -0.60
H -0.08 -2.12 2.86  -0.17
H -0.66 -3.85 2.68  0.36
H 0.36 -3.34 4.02  0.38
H 1.40 -4.38 2.00  0.29
C -3.18 -0.53 2.72  -0.08
O -3.77 -0.52 4.01  -0.57
H -3.93 -0.61 1.93  0.27
H -2.56 0.36 2.63  0.03
H -2.52 -1.39 2.56  0.04
H -3.94 -1.41 4.31  0.32
C 3.96 -0.64 3.25  0.60
O 3.29 -0.27 4.21  -0.68
N 3.46 -1.43 2.27  -0.03
N 5.27 -0.29 3.09  -0.31
H 2.56 -1.88 2.40  0.06
H 4.01 -1.58 1.44  0.14
H 5.70 0.35 3.73  0.23
H 5.87 -0.77 2.45  0.14
C -0.18 -4.83 -1.20  0.49
O -0.12 -5.91 -1.76  -0.69
N -1.37 -4.19 -0.95  -0.32
N 0.93 -4.16 -0.78  -0.23
H -2.14 -4.50 -1.51  0.18
H -1.40 -3.24 -0.61  0.34
H 1.81 -4.64 -0.88  0.19
H 0.93 -3.27 -0.31  0.13
C -4.98 -1.93 -1.54  0.63
O -4.63 -1.10 -0.71  -0.69
N -6.20 -2.53 -1.50  -0.44
N -4.18 -2.25 -2.60  -0.30
H -6.49 -3.22 -2.17  0.15
H -6.83 -2.28 -0.76  0.23
H -4.43 -2.91 -3.31  0.19
H -3.21 -1.99 -2.53  0.17
C 0.13 0.94 3.69  -0.87
C 0.85 2.27 3.87  0.38
C 1.12 2.54 5.34  -1.37
O 2.10 2.24 3.16  -0.57
H 0.10 0.63 2.64  -0.14
H -0.91 1.02 4.03  0.52
H 0.61 0.16 4.28  0.39
H 0.28 3.08 3.41  0.38
H 0.27 2.22 5.95  0.36
H 1.34 3.59 5.52  0.34
H 1.94 1.92 5.70  0.30
H 2.48 1.36 3.30  0.17
C -2.11 4.24 -2.93  -1.11
C -0.80 4.85 -2.44  0.76
C -0.34 5.99 -3.35  -1.45
O -0.96 5.41 -1.14  -0.55
H -2.39 3.42 -2.25  0.16
H -2.01 3.81 -3.92  0.32
H -2.91 4.98 -2.86  0.40
H -0.04 4.06 -2.46  0.10
H -0.31 5.61 -4.37  0.36
H 0.69 6.26 -3.09  0.36
H -1.01 6.84 -3.29  0.35
H -1.49 4.81 -0.61  0.31
C 0.17 -0.34 -0.05  -1.31
C -1.27 -0.04 -0.42  0.99
C -1.40 0.64 -1.77  -1.36
O -1.92 -1.34 -0.47  -0.39
H 0.71 0.59 0.16  0.50
H 0.66 -0.80 -0.90  0.58
H 0.22 -0.98 0.83  -0.13
H -1.79 0.51 0.37  -0.04
H -0.96 0.02 -2.55  0.30
H -0.89 1.61 -1.76  0.15
H -2.45 0.85 -2.00  0.49
H -2.88 -1.18 -0.57  0.08
C 4.38 -0.13 -2.21  -1.30
C 5.09 0.24 -0.93  0.55
C 4.22 1.09 -0.02  -0.61
O 5.45 -1.03 -0.29  -0.61
H 4.95 -0.85 -2.80  0.36
H 4.29 0.79 -2.81  0.39
H 3.36 -0.47 -2.03  0.14
H 6.02 0.76 -1.18  0.27
H 3.42 0.47 0.38  -0.30
H 3.72 1.87 -0.60  0.47
H 4.78 1.56 0.78  0.36
H 6.25 -0.87 0.22  0.30

***

E_LUMO for every record listed, in sequence, given in eV: 0.11, 0.17.
Largest force on an atom for every record listed, in sequence, given in hartree/bohr: 0.072, 0.021.
E_HOMO for every record listed, in sequence, given in eV: -8.8, -9.4.